[1]
Density functional theory data (ωB97M-V with the def2-TZVPD basis set) for a 9-piece molecular cluster, C54H135O36P9 overall.

Element x y z (Å)
1 C 5.89286 -1.74328 -0.80352
2 H 7.93461 -0.83448 3.25815
3 O 9.28142 0.82738 2.84352
4 C 10.13428 -2.17616 -0.77197
5 C 3.80094 -6.60122 -4.44699
6 H 7.42859 -4.29448 -8.25565
7 C 13.15199 -6.60044 1.28676
8 C 0.82141 -8.87496 -1.33679
9 H 8.27341 1.61532 5.12986
10 H 9.03533 -3.22324 4.01144
11 H 6.60414 -2.94558 5.49541
12 H 0.15114 -0.65981 -1.20928
13 H 12.23436 -4.80779 2.26290
14 C 6.07460 -8.25263 -6.48953
15 H 1.74068 -2.64753 3.06249
16 H 0.34971 -4.63373 2.19740
17 H 13.85280 -4.90724 2.60467
18 H 4.95297 -2.84449 8.51074
19 H 4.34150 1.97625 5.88294
20 H 10.09946 -4.50816 3.57883
21 C -1.33299 -4.88569 -2.71106
22 O 5.46411 -9.12756 -5.58560
23 H 0.83038 -1.36323 -3.68992
24 H 12.36573 -6.81841 0.56400
25 H 5.12601 1.32861 2.10309
26 C 4.26738 1.88585 6.96665
27 H 2.45111 -6.71039 -2.71962
28 C 6.08089 -11.90006 -4.40358
29 O 7.48356 -4.63441 2.67384
30 O 11.25720 -6.83750 4.16713
31 H -2.27747 0.29759 6.12751
32 H 7.13780 -8.13060 -6.28261
33 O 6.59040 -7.72619 7.45209
34 H 4.79687 -6.41822 -1.92572
35 H 5.13830 -12.17337 -4.87785
36 H 5.92124 -2.74899 -1.22284
37 C 8.33795 3.18478 0.72818
38 C 7.99663 -5.10985 3.91407
39 O -0.36157 -4.46936 -1.75253
40 C 5.85947 -11.12938 -3.07101
41 O 4.33611 -8.53162 8.50168
42 H 0.17921 -1.22450 9.86990
43 H 6.30217 -9.33877 6.04104
44 H -0.97024 -7.74845 -1.33641
45 C 3.20642 -6.84489 6.45237
46 H 2.94152 -6.41025 5.48852
47 H 11.31507 -6.59131 6.21109
48 C 6.67801 -8.32426 6.17382
49 H 13.78169 -7.38667 4.68722
50 H 1.89319 -5.06278 1.74892
51 H 5.06632 -2.23147 1.13096
52 H 4.94181 -4.59554 5.00182
53 O 10.80670 1.23174 0.81059
54 H 5.24003 2.09071 7.41395
55 O 2.81734 0.19668 6.29104
56 H 0.32840 -9.79385 -1.01948
57 H 6.41565 -8.43592 -8.58823
58 H -2.48849 -4.04882 -4.39425
59 H 5.69299 -7.23261 -6.53464
60 H 0.50821 1.53994 6.82078
61 P -0.14581 -5.20075 -0.30279
62 P 5.86777 -4.87837 2.44215
63 O 8.20935 -3.89442 -6.39050
64 O 8.35363 -4.10539 -3.81618
65 H 5.94218 -6.61109 0.27895
66 C 8.63855 -5.43956 -3.59234
67 H 4.04117 -4.09651 9.32830
68 H 2.77261 -5.01479 -3.35001
69 H 8.27307 -6.15092 3.74717
70 C 8.01166 0.24596 3.37992
71 H 4.94791 -9.16305 -8.05092
72 P 3.24532 0.41565 -0.40878
73 O 5.54187 -6.11669 9.10723
74 O 2.69310 1.60468 0.61007
75 H 8.72401 -7.57853 6.00340
76 H 1.15102 -6.64938 7.13558
77 P 7.41562 -3.45197 -5.00426
78 H 6.72707 -11.36444 -5.09904
79 H 13.33955 -5.89491 5.41572
80 H 8.57177 -9.29083 6.49583
81 H 9.31201 -6.38619 -0.43914
82 H 9.33871 3.51583 0.45072
83 H 3.68372 -3.42443 4.61386
84 H 1.31625 -2.56909 -2.60701
85 O 4.38725 -6.51011 6.97521
86 H 6.82226 -10.77009 -2.70760
87 H -2.41758 -3.05373 -2.93635
88 H 8.03324 0.83043 -4.23142
89 C 9.88664 -5.90070 -4.39263
90 H -2.04881 1.85773 7.04651
91 O 4.93309 -10.11859 -3.38749
92 H 7.88181 4.72001 -0.77993
93 C 1.04481 -3.04550 9.16841
94 O 0.68074 -6.56536 -0.74336
95 O 1.99385 -2.30113 6.43620
96 H 6.49456 4.01801 -0.07355
97 H 9.82342 -5.83435 -5.47877
98 C 9.95808 -8.17319 0.75283
99 C 5.99108 -9.01783 -7.77017
100 H 6.57249 -12.86078 -4.25049
101 C 9.05736 -7.42017 -0.20643
102 C 3.51451 2.59421 1.10164
103 C 4.74187 -3.65449 4.48943
104 H 4.27840 -4.11337 7.50436
105 H 6.74318 0.73003 -3.05302
106 C -0.01408 -7.76235 -0.81327
107 H 7.77138 -6.05199 -3.83936
108 C 7.48968 -3.49237 -7.52013
109 C 7.50864 3.77323 -0.38949
110 H -0.56490 -1.74418 8.32039
111 H 10.80050 -8.58750 0.19896
112 H 2.53597 -1.32067 -3.06216
113 C 4.30210 2.01231 2.30768
114 C 8.16061 -8.50153 5.86650
115 O 8.19017 1.76157 0.74287
116 H 8.04965 3.63794 1.67665
117 H 4.83102 -0.10004 6.88614
118 H 3.92470 -2.41681 -0.17407
119 H 1.08611 -2.06670 1.45519
120 H 6.72273 -5.50801 -0.72063
121 C 2.63575 -6.07082 -3.58273
122 H 7.29396 -5.05027 4.74521
123 H 6.03231 -1.33027 -3.76957
124 C 7.45318 0.13378 -3.62617
125 O 3.96165 -7.88228 -3.97710
126 H 0.80193 -8.94580 -2.42432
127 H 3.57479 1.40177 2.84280
128 C 5.61615 -2.54855 5.26228
129 H 0.99689 0.51226 -2.10892
130 H 1.95267 -5.15473 6.98586
131 C 1.19163 -4.23710 1.62996
132 H 6.79680 0.72257 5.18299
133 H 10.78956 -1.31069 1.14050
134 P 9.42729 0.85040 1.24373
135 H -0.27912 1.48392 5.20866
136 C 6.78016 -0.88505 -4.42576
137 O 1.98186 -0.55005 -0.56760
138 H 7.15673 0.65312 2.84010
139 H 1.69469 -6.02458 -4.13080
140 O 1.21721 -0.71721 8.18019
141 H 6.10675 -0.47127 -5.17636
142 C -1.83587 -3.69950 -3.59415
143 H 4.58691 2.77037 3.03728
144 C 5.89897 -4.81082 8.69328
145 O 7.65917 -1.80376 -4.93992
146 H 10.68451 -3.11534 -0.82924
147 C -0.19973 1.00735 6.18574
148 H 11.57113 -8.27903 5.62877
149 C 5.83725 -5.59097 -0.09044
150 H 9.55016 -4.45477 5.23499
151 H 7.53467 2.94953 -1.10290
152 H 6.64609 -4.30534 9.30516
153 H 8.36903 -8.94209 4.89153
154 H 8.74808 -5.53102 -2.51172
155 C 13.19156 -6.97119 5.50407
156 H 8.32483 -0.12251 5.34364
157 H 3.57008 0.10011 8.10042
158 O 5.45670 -6.24843 2.85407
159 H 9.41883 -2.41543 1.29613
160 O 5.72844 -4.53748 0.85949
161 C 9.23852 -4.27634 4.20584
162 H 10.74008 -5.26967 -4.14457
163 H 8.92218 -7.99338 -1.12364
164 P 11.42222 -7.91134 2.90328
165 H 0.92762 -3.78782 8.37890
166 P 5.36150 -8.69579 -4.03426
167 C 11.74347 -7.22101 5.43132
168 C 1.69503 -2.79986 1.98415
169 H 5.26670 -2.13417 6.20794
170 H -0.81856 -5.62210 -3.32844
171 O 12.88436 -7.53526 2.36156
172 H 8.27141 -1.44262 -7.43003
173 O 3.83442 0.83671 -1.70308
174 O -1.39054 -5.44420 0.54639
175 P 5.18754 -7.36950 8.10593
176 H 9.15735 -2.56178 -8.54161
177 O 8.95380 -0.59851 0.71186
178 C 1.48825 -1.51708 -2.83456
179 H 5.70704 -1.66191 4.63484
180 C 3.90732 0.43022 7.11788
181 H 8.13377 -7.33446 0.36606
182 H 4.66632 -5.98702 -4.19804
183 H 3.89683 -6.38779 -0.46682
184 H 3.01800 3.52298 1.38266
185 O 0.25246 -0.32614 5.89981
186 H 5.66962 -0.97158 -1.54025
187 H 3.54678 2.53729 7.46107
188 C 13.16476 -5.11473 1.78513
189 H 10.04446 -6.96044 -4.19224
190 H 13.34526 -4.43522 0.95220
191 H 9.46775 -9.04027 1.19539
192 C 9.87671 -1.65975 0.65786
193 O 1.05079 -4.28560 0.29192
194 C 8.19146 -2.28156 -8.12134
195 H 6.87011 -1.38440 -0.48061
196 H 6.51524 -9.97351 -7.77453
197 H 1.83814 -8.74570 -0.96578
198 C 7.81860 0.67919 4.80596
199 H 7.62337 -1.86926 -8.95523
200 C 4.74295 -1.79356 0.18663
201 C 1.10407 -0.49761 -1.71298
202 H 6.41250 -3.34275 -7.44666
203 H -1.04931 -3.13983 -4.10032
204 C 0.36352 -1.65080 8.88379
205 O 6.59772 -8.04703 -3.49027
206 H 13.59312 -7.27200 6.47173
207 H 5.41823 -11.84959 -2.38201
208 H 9.12975 -2.39728 -1.13271
209 H 10.72024 -1.44818 -1.33303
210 H 8.00615 -0.19611 -2.74668
211 H 3.64654 -6.53435 -5.52392
212 O 5.99666 -3.83943 -4.90721
213 H 0.79473 -3.52702 10.11377
214 H 3.14651 -7.93319 6.44201
215 C -1.61730 0.90177 6.74980
216 H 2.11508 -2.86895 9.27543
217 H 2.31835 -6.13803 8.37264
218 H 4.23849 2.99251 0.39078
219 H -2.20266 -5.34182 -2.23806
220 H 2.66413 -2.64284 1.51058
221 H 4.11382 -4.84070 -1.19698
222 C 2.12270 -6.18412 7.30133
223 O 4.22906 -0.50090 0.47689
224 P 1.63969 -0.88855 6.59149
225 C 4.70551 -3.90572 8.48547
226 O 11.29148 -9.29408 3.26739
227 H 6.45774 -4.81159 7.75740
228 H -1.61811 0.48235 7.75588
229 H 6.12251 -7.72982 5.44843
230 O 5.04001 -3.56858 3.13666
231 O 10.42710 -7.30202 1.75258
232 H -0.21304 -8.05810 0.21680
233 H 14.08669 -6.88337 0.80261
234 C 4.60814 -5.80061 -1.04763

The LUMO energy (spin up / spin down) is 1.60 / 1.56 eV. As for the spin multiplicity: 2. For the total energy, the calculation gives -215515.8192 eV. Its charge is -1. The value obtained for the energy relative to the best compared isomer or geometry (same formula, charge and spin) is 0.0 kcal per mole.

[2]
Density functional theory data (ωB97M-V with the def2-TZVPD basis set) for one molecule with the formula C6H13O4P.

Element x y z (Å)
1 H -3.52437 -1.18467 1.13633
2 O -1.57663 1.10175 -1.45252
3 H 2.17537 -0.71178 1.26017
4 H -0.22716 -1.66658 -2.27004
5 C 0.62936 2.19716 0.69337
6 O 2.87863 0.48251 -0.29267
7 O 0.65844 -2.41404 0.23154
8 H -0.27140 2.83278 0.25784
9 C 1.93178 -0.39601 0.26855
10 H -2.44108 0.32291 1.80613
11 H -3.47603 0.56077 0.26025
12 C 0.15310 0.75583 0.76188
13 H 0.65952 -0.30373 -2.38526
14 C -2.88390 -0.26348 0.87006
15 H 0.83528 2.68896 1.69009
16 C 0.32044 -0.96647 -1.51977
17 C 1.35280 -1.47828 -0.55315
18 H -0.25025 0.11914 1.60295
19 O -1.83730 -0.93537 0.05402
20 H -0.28119 -2.04269 0.37209
21 P -0.83274 0.11450 -0.67114
22 H 1.43427 2.42479 0.02242
23 H 2.47856 0.84660 -1.13407
24 H 2.09450 -2.08459 -1.00906

The LUMO energy is 0.62 eV. For the total energy, the calculation gives -23909.7564 eV. The value obtained for the energy relative to the best compared isomer or geometry (same formula, charge and spin) is 87.1 kcal per mole.

[3]
Density functional theory data (ωB97M-V with the def2-TZVPD basis set) for C22H26BBrN6O2Pd as an isolated structure.

Element x y z (Å)
1 H -2.98373 3.16930 0.94441
2 H -1.51593 -2.27520 1.33311
3 C 3.44797 0.12970 -2.05319
4 H -2.19573 3.39510 -4.59189
5 H 2.87107 -1.39520 7.31731
6 H -2.57463 -3.92360 -2.20139
7 C 2.41537 0.09640 -2.97569
8 N -0.92643 1.35830 -2.19739
9 H 3.34057 1.27370 0.96941
10 H 1.99257 0.88180 -4.91659
11 H -2.18173 1.63000 -4.74559
12 H -1.47513 2.33160 1.40861
13 H 3.51717 -0.00990 -4.80749
14 N -1.01923 -1.36450 -0.91389
15 C 1.70817 -0.89930 5.59301
16 N 1.50907 0.23880 -0.98139
17 H -2.59693 4.13950 -2.02599
18 C -1.69383 -2.48360 -0.73899
19 C 2.81417 0.21430 -0.80299
20 N -0.99553 1.53880 -0.88189
21 C -2.02203 -3.02510 -1.99169
22 N 1.25427 0.16660 -2.28329
23 C 2.48147 0.01650 -4.46809
24 H -1.45523 4.06330 0.96001
25 B -0.20403 0.12710 -2.77059
26 H -2.03433 -1.35990 -4.81579
27 C 0.52577 -0.33130 5.08671
28 H 4.50377 0.08430 -2.25749
29 C -1.65783 2.65320 -0.64679
30 C -2.04233 3.23200 -1.86859
31 C -1.91153 3.09230 0.75171
32 H 1.17217 -0.54840 8.92531
33 H -3.07323 -2.99920 0.82071
34 C -1.65613 2.48620 -4.32149
35 C 1.94667 -0.97230 6.94421
36 C -0.39713 0.21100 5.99451
37 H -1.29083 0.68510 5.61341
38 H 2.65467 -0.33260 1.20741
39 H 1.97477 -0.87680 -4.83329
40 H -0.24753 0.12490 -3.96329
41 H -2.03453 -3.13010 -4.71049
42 C -1.51803 -2.22290 -4.39719
43 Br -1.35733 0.87140 8.63081
44 N -0.88713 -1.14450 -2.21749
45 C -1.99693 -2.97630 0.63301
46 C -0.13393 0.11040 7.33431
47 H -1.60463 -3.98260 0.79491
48 Pd -0.10193 -0.10630 0.81871
49 H -0.50873 -2.23540 -4.80739
50 C 1.01357 -0.47900 7.85891
51 C -1.55483 2.37220 -2.83569
52 O -0.68773 0.37050 3.17651
53 C 3.34567 0.25160 0.58541
54 O 1.12377 -0.90050 2.88381
55 H 2.41757 -1.28980 4.87741
56 C -1.48353 -2.14210 -2.90829
57 H -0.66443 2.52120 -4.77349
58 H 4.35917 -0.14870 0.65001
59 C 0.29537 -0.28210 3.59131

The LUMO energy is 4.03 eV. For the total energy, the calculation gives -110472.4227 eV. Its charge is -2. The value obtained for the energy relative to the best compared isomer or geometry (same formula, charge and spin) is 8.3 kcal per mole.

Q: Which of these has the lowest energy relative to the best compared isomer or geometry (same formula, charge and spin)?
A: C54H135O36P9